Record 1
15
Properties=species:S:1:pos:R:3:forces:R:3:nbo_charge:R:1 method="wB97M-V/def2-TZVPD" e_homo_ev="-0.21 / -3.41" de_lowest_kcal_mol=0.0 s_squared=0.75 energy_ha=-345.74802 multiplicity=2 charge=-1 molar_mass_g_mol=100.117 homo_lumo_gap_ev="4.41 / 7.49" e_lumo_ev="4.20 / 4.07"
O -2.3033 2.1015 0.1045 -0.05 0.00 -0.18 -0.598
C -1.5558 1.1906 -0.2033 -0.10 0.20 -0.01 0.441
C -0.8919 0.3757 0.8575 -0.24 -0.03 0.65 -0.527
C 0.6330 0.2534 0.8212 0.18 0.11 -0.31 -0.391
C 1.1770 -0.8752 -0.0960 -0.06 0.14 0.22 -0.480
C 0.5576 -0.9837 -1.4486 -0.30 1.18 -0.67 -0.005
O 0.5114 0.0724 -2.2211 0.08 -0.44 0.48 -0.812
H -1.3400 0.9579 -1.2477 0.18 -0.12 -0.25 0.175
H -1.2855 -0.6404 0.8435 -0.19 -0.19 -0.31 0.218
H -1.2842 0.8274 1.7830 0.47 -0.08 0.01 0.198
H 0.9416 -0.0031 1.8341 0.17 0.15 0.21 0.182
H 1.1070 1.2117 0.5709 -0.20 -0.14 -0.03 0.198
H 1.0291 -1.7998 0.4547 -0.05 -0.47 0.04 0.172
H 2.2784 -0.7258 -0.1372 0.04 0.08 -0.05 0.149
H 0.4256 -1.9625 -1.9155 0.09 -0.37 0.19 0.083



Record 2
15
Properties=species:S:1:pos:R:3:forces:R:3:nbo_charge:R:1 method="wB97M-V/def2-TZVPD" e_homo_ev=-9.92 de_lowest_kcal_mol=73.5 energy_ha=-345.68791 molar_mass_g_mol=100.117 homo_lumo_gap_ev=10.84 e_lumo_ev=0.92
O 1.3940 -1.1044 -1.6981 -0.38 -0.09 -0.18 -0.702
C 1.0137 -0.0003 -0.9086 0.04 0.28 0.22 0.101
C 0.5907 -0.3302 0.5379 -0.02 -0.24 0.14 -0.467
C -0.8224 0.2268 0.3087 0.25 0.12 -0.24 0.215
C -1.7774 0.5201 1.4230 -0.35 0.21 -0.18 -0.118
O -2.1146 -0.3468 0.3388 0.08 -0.32 -0.11 -0.485
C -0.3766 0.6569 -1.1546 0.00 0.06 0.01 -0.451
H 0.7391 -1.8070 -1.5893 0.09 0.12 -0.04 0.462
H 1.8423 0.7072 -1.0240 -0.15 -0.17 0.28 0.179
H 0.7062 -1.3582 0.8794 0.08 -0.08 -0.07 0.221
H 1.0963 0.3472 1.2396 -0.16 -0.29 0.00 0.224
H -1.8903 -0.0944 2.3356 1.16 0.60 -0.15 0.190
H -2.1965 1.5178 1.5685 -0.46 -0.24 -0.67 0.179
H -0.9304 0.0371 -1.8802 -0.10 0.17 0.44 0.229
H -0.3705 1.6742 -1.5696 -0.08 -0.12 0.55 0.224



Record 3
15
Properties=species:S:1:pos:R:3:forces:R:3:nbo_charge:R:1 method="wB97M-V/def2-TZVPD" e_homo_ev=-8.22 de_lowest_kcal_mol=57.7 energy_ha=-345.71303 molar_mass_g_mol=100.117 homo_lumo_gap_ev=8.98 e_lumo_ev=0.76
C -1.4410 -0.0243 -1.0598 0.23 2.04 0.08 -0.662
C -0.6248 -0.2260 0.1513 0.88 -0.64 -2.33 0.564
O -1.3763 -0.8565 1.0361 2.96 -0.64 3.94 -0.645
C 0.2320 0.9235 0.6541 0.25 0.83 0.06 -0.500
C 1.6399 0.4528 0.2975 -0.24 0.84 1.17 -0.386
C 1.6247 -0.7961 -0.1541 3.11 1.34 -2.12 0.164
O 0.5336 -1.4155 -0.4003 -3.09 0.60 0.86 -0.554
H -1.2396 0.8815 -1.6274 0.32 -0.13 -0.03 0.217
H -2.4285 0.0358 -0.7092 -1.59 0.33 0.38 0.228
H -1.4073 -0.8600 -1.6528 0.28 -1.94 -1.60 0.244
H -0.6106 -0.8906 1.7597 -3.09 -0.71 -1.03 0.481
H 0.1119 1.0484 1.7850 -0.11 0.06 -1.44 0.213
H -0.1390 1.8713 0.0867 0.90 -1.41 1.26 0.231
H 2.5815 0.9257 0.5554 -0.36 0.30 -0.17 0.220
H 2.5436 -1.0701 -0.7220 -0.46 -0.86 0.96 0.185



Record 4
15
Properties=species:S:1:pos:R:3:forces:R:3:nbo_charge:R:1 method="wB97M-V/def2-TZVPD" e_homo_ev=-7.48 de_lowest_kcal_mol=112.1 energy_ha=-345.62626 molar_mass_g_mol=100.117 homo_lumo_gap_ev=8.38 e_lumo_ev=0.91
C 0.7748 0.0160 -1.7519 0.41 -0.64 -0.24 -0.243
C -0.3382 0.6928 0.1837 -0.56 0.43 0.58 -0.001
C 0.2953 1.1806 1.4381 -0.02 0.01 0.24 -0.714
C -1.2447 -0.5229 0.3953 -0.15 0.01 0.13 -0.638
C -0.1632 -1.4943 0.0501 -0.20 -0.42 -0.23 0.844
O 0.0171 -2.6640 0.0576 0.15 1.10 -0.08 -0.477
O 0.8368 -0.5017 -0.3510 -0.17 0.70 -0.82 -0.500
H -0.1790 -0.2676 -2.2071 0.29 -0.07 0.06 0.198
H 0.8268 1.1131 -1.7789 0.15 -0.68 0.46 0.241
H 1.6313 -0.4469 -2.2165 0.11 -0.22 -0.53 0.188
H 0.4221 0.4287 2.2354 0.01 0.06 0.07 0.165
H 1.2663 1.6529 1.2443 -0.25 -0.04 0.01 0.225
H -0.3779 1.9688 1.7962 0.09 -0.06 0.13 0.237
H -1.6655 -0.6536 1.3969 0.05 -0.23 0.01 0.232
H -2.0537 -0.6194 -0.3432 0.08 0.05 0.20 0.242



Record 5
15
Properties=species:S:1:pos:R:3:forces:R:3:nbo_charge:R:1 method="wB97M-V/def2-TZVPD" e_homo_ev="-7.96 / -7.44" de_lowest_kcal_mol=116.8 energy_ha=-345.61882 molar_mass_g_mol=100.117 homo_lumo_gap_ev="8.60 / 8.04" e_lumo_ev="0.65 / 0.60"
O 2.1268 -1.4928 -0.0379 -0.09 -0.19 -0.15 -0.697
C 1.4655 -0.3009 0.2930 0.04 0.33 0.18 0.118
C 0.8949 0.5391 -0.8893 -0.05 -0.04 -0.09 -0.505
C -0.4635 0.3743 -0.2623 1.84 0.09 0.08 0.316
C -2.4859 0.7704 -0.0434 -1.19 -0.09 0.35 -0.112
O -1.5959 0.2957 -0.9502 -0.39 -0.05 -0.06 -0.456
C 0.0409 -0.4279 0.9165 -0.12 -0.18 0.02 -0.504
H 1.5572 -2.0084 -0.6214 0.06 0.00 0.04 0.461
H 2.1717 0.2506 0.9192 -0.17 -0.04 -0.07 0.179
H 0.9975 0.0645 -1.8763 0.01 -0.02 0.13 0.214
H 1.2991 1.5548 -0.9704 -0.10 -0.09 0.03 0.222
H -3.3760 0.1741 0.1342 0.15 0.16 -0.09 0.163
H -2.2419 1.6632 0.5078 0.00 0.05 -0.12 0.166
H -0.3435 -1.4584 0.9593 0.08 0.08 -0.04 0.215
H -0.0468 0.0017 1.9213 -0.08 -0.01 -0.21 0.219



Record 6
15
Properties=species:S:1:pos:R:3:forces:R:3:nbo_charge:R:1 method="wB97M-V/def2-TZVPD" e_homo_ev=-9.77 de_lowest_kcal_mol=46.0 energy_ha=-345.73162 molar_mass_g_mol=100.117 homo_lumo_gap_ev=10.63 e_lumo_ev=0.86
O 1.4313 1.3932 -1.3680 0.01 0.02 0.47 -0.515
C 1.2105 1.3071 -0.1848 -0.07 0.03 -0.50 0.426
C 0.5417 0.1164 0.4645 -0.80 0.33 -0.68 0.134
O 0.8955 0.0232 1.8168 -0.72 0.32 0.03 -0.691
C -1.0538 0.2776 0.3256 0.27 0.07 -0.32 -0.449
C -0.9202 -0.6698 -0.8701 -0.24 -0.22 -0.47 -0.397
C 0.4643 -1.1451 -0.3886 0.03 -0.13 -0.17 -0.422
H 1.4304 2.1367 0.5246 0.04 -0.14 -0.13 0.121
H -0.0200 0.2780 1.9997 0.70 -0.20 2.35 0.484
H -1.6320 -0.1956 1.1494 0.70 0.12 -0.17 0.209
H -1.4876 1.2764 0.1741 0.30 -0.22 -0.13 0.218
H -0.8249 -0.0792 -1.7790 -0.04 -0.20 -0.13 0.223
H -1.6970 -1.4220 -0.9758 -0.03 0.00 -0.14 0.210
H 0.4225 -2.0276 0.2584 -0.06 0.18 -0.12 0.222
H 1.2392 -1.2692 -1.1467 -0.08 0.03 0.09 0.227



Record 7
15
Properties=species:S:1:pos:R:3:forces:R:3:nbo_charge:R:1 method="wB97M-V/def2-TZVPD" e_homo_ev=-9.02 de_lowest_kcal_mol=55.9 energy_ha=-345.71582 molar_mass_g_mol=100.117 homo_lumo_gap_ev=10.04 e_lumo_ev=1.02
C 1.5437 -0.3753 -0.0638 0.24 0.16 -0.10 -0.090
C 0.9414 0.8912 -0.6390 0.21 0.13 0.17 -0.104
O -0.2495 0.6797 -1.3613 0.03 0.06 0.00 -0.495
C -1.2038 0.0142 -0.5753 -0.11 -0.11 -0.04 0.062
C -1.3533 0.2027 0.9221 -0.03 0.14 0.14 -0.504
C -0.7439 -1.0582 0.3567 -0.09 -0.07 -0.01 0.062
O 0.6298 -1.2767 0.5451 0.07 0.08 0.27 -0.510
H 2.1133 -0.9360 -0.8132 -0.24 0.10 -0.14 0.177
H 2.2883 0.0147 0.6495 -0.22 -0.55 0.26 0.178
H 0.7501 1.6271 0.1512 0.05 -0.07 0.00 0.164
H 1.7241 1.3142 -1.2740 -0.41 0.08 -0.29 0.202
H -2.1252 -0.1169 -1.1382 0.28 -0.08 0.06 0.207
H -0.6670 0.8449 1.4636 -0.10 -0.08 -0.11 0.225
H -2.3520 0.1676 1.3490 0.12 0.01 -0.17 0.225
H -1.2962 -1.9933 0.4274 0.19 0.18 -0.03 0.199



Record 8
15
Properties=species:S:1:pos:R:3:forces:R:3:nbo_charge:R:1 method="wB97M-V/def2-TZVPD" e_homo_ev=-9.41 de_lowest_kcal_mol=69.2 energy_ha=-345.69467 molar_mass_g_mol=100.117 homo_lumo_gap_ev=10.38 e_lumo_ev=0.97
C -0.8005 2.4312 -0.7946 -0.17 0.43 -0.02 -0.518
C -1.1735 1.2406 -0.4116 0.49 -0.84 -0.02 0.302
O -2.2100 0.5495 0.1013 -1.07 0.46 0.32 -0.450
C -0.9953 -0.1677 -0.1661 1.00 -0.23 -0.15 -0.001
C -0.2149 -0.6527 1.0446 -0.18 0.05 0.09 -0.087
O 1.1774 -0.5154 0.9043 -0.01 0.12 0.04 -0.522
C 1.7552 -1.3730 -0.0505 0.02 -0.01 -0.01 -0.253
H 0.1921 2.5934 -1.1707 0.19 -0.09 -0.05 0.222
H -1.4673 3.2723 -0.7366 -0.18 0.15 0.03 0.217
H -1.0747 -0.8586 -1.0017 -0.06 0.05 0.00 0.188
H -0.4842 -0.0366 1.9067 -0.10 -0.09 -0.13 0.208
H -0.4783 -1.7014 1.2546 0.03 0.10 0.02 0.167
H 1.4784 -2.4175 0.1368 0.02 -0.01 -0.01 0.165
H 2.8325 -1.2608 0.0543 -0.01 -0.07 -0.09 0.198
H 1.4631 -1.1034 -1.0709 0.03 -0.03 -0.01 0.164



Record 9
15
Properties=species:S:1:pos:R:3:forces:R:3:nbo_charge:R:1 method="wB97M-V/def2-TZVPD" e_homo_ev=-9.34 de_lowest_kcal_mol=83.7 energy_ha=-345.67163 molar_mass_g_mol=100.117 homo_lumo_gap_ev=10.20 e_lumo_ev=0.86
C 1.5623 0.9188 -0.5000 -0.02 0.02 0.03 -0.668
C 0.1792 0.3864 -0.3764 -0.06 0.20 -0.08 0.068
C -1.0308 0.8799 -0.0601 0.16 0.14 -0.08 -0.269
C -1.7326 -0.4128 -0.4691 -0.28 -0.06 0.24 0.017
O -1.3797 -0.6957 -1.8324 -0.09 0.04 -0.21 -0.471
C -0.4274 -0.9589 -0.7968 0.29 -0.25 0.07 -0.011
H 1.7657 1.1782 -1.5466 0.00 -0.07 0.14 0.234
H 1.6964 1.8160 0.1106 -0.04 -0.09 -0.11 0.229
H 2.2969 0.1732 -0.1813 -0.12 0.11 -0.04 0.235
H -1.3875 1.8739 0.1896 0.02 -0.15 -0.04 0.218
H -2.6052 -0.9072 -0.0589 0.12 0.07 -0.07 0.210
H -0.0353 -1.9660 -0.6990 -0.08 0.15 -0.04 0.207
O 0.6878 -0.6824 2.2952 -0.13 -0.09 0.06 -0.941
H 0.3639 -1.5417 2.0032 0.05 0.01 0.10 0.463
H 0.0463 -0.0616 1.9219 0.15 -0.04 0.03 0.477



Record 10
15
Properties=species:S:1:pos:R:3:forces:R:3:nbo_charge:R:1 method="wB97M-V/def2-TZVPD" e_homo_ev=-9.63 de_lowest_kcal_mol=83.0 energy_ha=-345.67264 molar_mass_g_mol=100.117 homo_lumo_gap_ev=10.26 e_lumo_ev=0.63
O 2.3193 0.0904 -0.6913 -0.78 -0.11 -0.28 -0.558
C 1.1862 0.1001 -0.2781 0.35 -0.16 -0.88 0.641
C 0.0684 1.1625 -0.3005 -0.01 0.09 -0.24 -0.542
C -0.8966 0.0341 0.0929 0.15 -0.03 -0.22 0.256
O -1.9644 0.1685 0.9554 -0.12 0.10 -0.11 -0.678
C -0.7652 -1.0749 -0.8898 -0.27 -0.08 -0.21 -0.424
C 0.2445 -0.9531 0.2448 0.23 -0.13 0.08 -0.362
H 0.1343 1.9353 0.4765 0.26 -0.31 -0.14 0.248
H -0.0357 1.6244 -1.2834 -0.26 0.13 0.03 0.219
H -2.7429 0.4120 0.4369 0.11 -0.06 0.14 0.478
H -1.4431 -1.9118 -0.7715 -0.01 0.08 0.01 0.236
H -0.4416 -0.8710 -1.9094 -0.14 -0.09 0.14 0.218
H 0.3941 -1.7594 0.9568 0.07 0.16 -0.20 0.249
H 2.2635 0.4915 1.2495 -0.02 0.25 1.21 0.059
H 1.6794 0.5513 1.7112 0.44 0.16 0.68 -0.039



Copy entry 10 word for word.
15
Properties=species:S:1:pos:R:3:forces:R:3:nbo_charge:R:1 method="wB97M-V/def2-TZVPD" e_homo_ev=-9.63 de_lowest_kcal_mol=83.0 energy_ha=-345.67264 molar_mass_g_mol=100.117 homo_lumo_gap_ev=10.26 e_lumo_ev=0.63
O 2.3193 0.0904 -0.6913 -0.78 -0.11 -0.28 -0.558
C 1.1862 0.1001 -0.2781 0.35 -0.16 -0.88 0.641
C 0.0684 1.1625 -0.3005 -0.01 0.09 -0.24 -0.542
C -0.8966 0.0341 0.0929 0.15 -0.03 -0.22 0.256
O -1.9644 0.1685 0.9554 -0.12 0.10 -0.11 -0.678
C -0.7652 -1.0749 -0.8898 -0.27 -0.08 -0.21 -0.424
C 0.2445 -0.9531 0.2448 0.23 -0.13 0.08 -0.362
H 0.1343 1.9353 0.4765 0.26 -0.31 -0.14 0.248
H -0.0357 1.6244 -1.2834 -0.26 0.13 0.03 0.219
H -2.7429 0.4120 0.4369 0.11 -0.06 0.14 0.478
H -1.4431 -1.9118 -0.7715 -0.01 0.08 0.01 0.236
H -0.4416 -0.8710 -1.9094 -0.14 -0.09 0.14 0.218
H 0.3941 -1.7594 0.9568 0.07 0.16 -0.20 0.249
H 2.2635 0.4915 1.2495 -0.02 0.25 1.21 0.059
H 1.6794 0.5513 1.7112 0.44 0.16 0.68 -0.039